Entry 1:
ORCA calculation (ωB97M-V with the def2-TZVPD basis set) on one molecule with the formula C2H2O2.

```
6
Properties=species:S:1:pos:R:3:lowdin_charge:R:1
O -0.84 1.58 0.55 0.136
C -0.01 0.74 0.58 -0.315
C -0.07 -1.11 -0.48 0.086
O 0.43 0.10 -0.62 -0.076
H 0.51 0.31 1.45 0.138
H 0.05 -1.58 -1.47 0.031
```

Properties
- 2S+1: 1
- Net charge: 0
- Total energy: -6197.7055 eV
- ΔE to the lowest compared entry with this formula, charge and spin: 2.349 eV
- HOMO-LUMO gap: 9.61 eV


Entry 2:
ORCA calculation (ωB97M-V with the def2-TZVPD basis set) on one molecule with the formula C2H2O2.

```
6
Properties=species:S:1:pos:R:3:lowdin_charge:R:1
O 1.45 -0.65 -0.72 0.063
C 0.78 0.13 -0.11 -0.238
C -0.78 0.08 -0.10 -0.145
O -0.89 -0.71 0.81 0.057
H 1.14 0.69 0.77 0.128
H -1.72 0.42 -0.60 0.135
```

Properties
- 2S+1: 1
- Net charge: 0
- Total energy: -6199.2130 eV
- ΔE to the lowest compared entry with this formula, charge and spin: 0.841 eV
- HOMO-LUMO gap: 10.19 eV


Entry 3:
ORCA calculation (ωB97M-V with the def2-TZVPD basis set) on a 2-piece molecular cluster, C2H2O2S overall.

```
7
Properties=species:S:1:pos:R:3:lowdin_charge:R:1
C 1.27 -1.73 0.59 -0.058
C -0.56 1.05 -0.50 -0.238
O 1.90 -0.89 0.11 0.000
O -0.52 -1.04 0.87 -0.661
S -1.33 -0.38 -0.20 0.936
H -0.91 1.85 -1.12 0.021
H 0.15 1.13 0.26 0.001
```

Properties
- 2S+1: 1
- Net charge: 0
- Total energy: -17033.7145 eV
- ΔE to the lowest compared entry with this formula, charge and spin: 2.310 eV
- HOMO-LUMO gap: 8.86 eV


Entry 4:
ORCA calculation (ωB97M-V with the def2-TZVPD basis set) on one molecule with the formula C2H2O2S.

```
7
Properties=species:S:1:pos:R:3:lowdin_charge:R:1
C 0.62 -0.49 0.22 -0.720
C -0.85 -0.20 -0.42 -0.241
H 0.30 1.56 0.52 -0.217
H -1.24 -1.13 -0.71 0.109
O 1.04 -1.59 0.23 0.054
O -1.23 0.84 -0.67 0.114
S 1.35 1.01 0.83 0.901
```

Properties
- 2S+1: 1
- Net charge: 0
- Total energy: -17035.2369 eV
- ΔE to the lowest compared entry with this formula, charge and spin: 0.788 eV
- HOMO-LUMO gap: 9.50 eV


Entry 5:
ORCA calculation (ωB97M-V with the def2-TZVPD basis set) on one molecule with the formula C2H2O2S2.

```
8
Properties=species:S:1:pos:R:3:lowdin_charge:R:1
C -0.81 -0.03 0.00 -0.877
C 0.76 0.26 -0.04 -0.742
H -0.68 1.76 -0.05 0.085
H 0.86 -2.00 0.18 -0.157
O -1.43 1.12 0.02 0.039
O 0.93 1.48 -0.04 0.004
S -1.47 -1.49 -0.04 0.777
S 1.85 -1.09 -0.02 0.871
```

Properties
- 2S+1: 1
- Net charge: 0
- Total energy: -27871.2151 eV
- ΔE to the lowest compared entry with this formula, charge and spin: 0.391 eV
- HOMO-LUMO gap: 8.41 eV


Entry 6:
ORCA calculation (ωB97M-V with the def2-TZVPD basis set) on C2H2O2S2 as an isolated structure.

```
8
Properties=species:S:1:pos:R:3:lowdin_charge:R:1
C 0.32 0.84 0.78 -0.924
C 0.41 -0.12 -0.49 -0.722
H -0.59 -0.64 1.34 0.208
H -0.64 -1.57 -2.09 0.006
O -0.89 0.60 1.49 -0.171
O 1.40 -0.22 -1.23 -0.012
S 1.16 2.16 0.96 0.845
S -1.17 -1.04 -0.77 0.771
```

Properties
- 2S+1: 1
- Net charge: 0
- Total energy: -27868.6177 eV
- ΔE to the lowest compared entry with this formula, charge and spin: 2.988 eV
- HOMO-LUMO gap: 8.23 eV


Entry 7:
ORCA calculation (ωB97M-V with the def2-TZVPD basis set) on C2H2O2Y as an isolated structure.

```
7
Properties=species:S:1:pos:R:3:lowdin_spin:R:1
O 1.98 1.97 0.08 0.062
C 1.39 0.92 0.17 0.368
C 0.46 0.73 -0.94 0.272
O -0.59 0.04 -0.63 -0.002
H 0.85 0.61 -1.97 0.013
Y -1.44 -1.35 0.90 0.172
H 1.30 2.14 -1.08 0.116
```

Properties
- 2S+1: 2
- Net charge: +2
- Total energy: -7217.4364 eV
- ΔE to the lowest compared entry with this formula, charge and spin: 4.714 eV
- <S²>: 0.86
- HOMO-LUMO gap (alpha / beta): 5.06 / 4.74 eV


Entry 8:
ORCA calculation (ωB97M-V with the def2-TZVPD basis set) on one molecule with the formula C2H2O3.

```
7
Properties=species:S:1:pos:R:3:lowdin_spin:R:1
C -1.07 -0.07 0.45 0.656
C 0.60 -0.04 -0.41 0.313
O -1.94 0.34 -0.26 0.729
O 1.32 0.96 -0.01 0.107
O 1.72 -0.44 0.26 0.058
H -0.95 -0.46 1.45 0.102
H 0.31 -0.30 -1.48 0.035
```

Properties
- 2S+1: 3
- Net charge: 0
- Total energy: -8240.0642 eV
- ΔE to the lowest compared entry with this formula, charge and spin: 5.033 eV
- <S²>: 2.01
- HOMO-LUMO gap (alpha / beta): 6.65 / 9.28 eV


Entry 9:
ORCA calculation (ωB97M-V with the def2-TZVPD basis set) on C2H2O3Yb as an isolated structure.

```
8
Properties=species:S:1:pos:R:3:lowdin_charge:R:1
H 2.22 -0.95 0.00 0.195
O 1.23 -0.94 -1.87 0.107
O 0.43 0.20 -1.53 0.078
C 1.23 -1.24 -0.39 -0.327
C 0.23 -0.12 -0.31 -0.094
Yb -1.22 1.42 1.45 1.801
O 0.74 -2.41 0.05 0.113
H -0.21 -2.43 0.17 0.127
```

Properties
- 2S+1: 1
- Net charge: +2
- Total energy: -39753.7834 eV
- ΔE to the lowest compared entry with this formula, charge and spin: 0.000 eV
- HOMO-LUMO gap: 8.31 eV


Entry 10:
ORCA calculation (ωB97M-V with the def2-TZVPD basis set) on a 2-piece molecular cluster, C2H2O4P overall.

```
9
Properties=species:S:1:pos:R:3:lowdin_charge:R:1
C 0.73 0.39 1.97 -0.709
C -0.22 0.32 0.52 -0.009
O 1.76 -0.08 1.63 0.093
O 0.25 1.10 2.79 0.067
O -0.06 1.09 -0.36 0.010
O -1.03 -1.36 -0.55 -0.705
P -0.88 -0.97 -2.06 0.538
H -1.06 0.39 -1.88 -0.144
H 0.50 -0.88 -2.06 -0.141
```

Properties
- 2S+1: 1
- Net charge: -1
- Total energy: -19584.8325 eV
- ΔE to the lowest compared entry with this formula, charge and spin: 3.919 eV
- HOMO-LUMO gap (alpha / beta): 7.98 / 7.98 eV


Entry 11:
ORCA calculation (ωB97M-V with the def2-TZVPD basis set) on a 2-piece molecular cluster, C2H2OS overall.

```
6
Properties=species:S:1:pos:R:3:lowdin_charge:R:1
C 0.96 0.38 0.89 0.048
C 1.32 1.23 0.10 -0.786
O -0.88 0.68 -2.02 -0.065
S 2.07 1.97 -1.12 0.719
H 0.78 -0.20 1.79 0.043
H -1.57 0.91 -1.30 0.041
```

Properties
- 2S+1: 1
- Net charge: 0
- Total energy: -14983.3302 eV
- ΔE to the lowest compared entry with this formula, charge and spin: 4.381 eV
- HOMO-LUMO gap (alpha / beta): 6.38 / 7.41 eV


Entry 12:
ORCA calculation (ωB97M-V with the def2-TZVPD basis set) on a 2-piece molecular cluster, C2H2OS overall.

```
6
Properties=species:S:1:pos:R:3:lowdin_charge:R:1
C 0.48 -0.40 0.29 -0.079
C 1.48 -0.98 0.91 -0.421
O 2.86 -0.99 2.94 -0.576
S 2.60 -1.80 1.78 0.873
H 0.78 0.29 -0.40 -0.026
H -1.10 -0.25 0.17 0.229
```

Properties
- 2S+1: 1
- Net charge: 0
- Total energy: -14983.7073 eV
- ΔE to the lowest compared entry with this formula, charge and spin: 4.004 eV
- HOMO-LUMO gap (alpha / beta): 8.18 / 8.18 eV


Question: Which value of ΔE to the lowest compared entry with this formula, charge and spin does entry 7 give?
Answer: 4.714 eV


Question: What is the 2S+1 in the twelfth record?
Answer: 1


Question: Look up the total energy of the seventh one.
Answer: -7217.4364 eV